# 1
The following is a DFT calculation (wB97M-V/def2-TZVPD) of a cluster of 2 separate species, CH2FIS in total in a non-equilibrium geometry.

Properties
ΔE to the lowest compared entry with this formula, charge and spin ... 79.6 kcal/mol
LUMO level (alpha / beta) ... -0.544 / -2.463 eV
Total charge ... 0
E_tot ... -834.90226 hartree
Highest occupied orbital energy (alpha / beta) ... -10.027 / -8.769 eV

Geometry (Å):
F1 0.864 1.156 2.465
C1 0.549 0.419 1.419
H1 0.764 -0.624 1.441
H2 -1.439 -1.191 -3.164
S1 -1.876 -1.172 -1.783
I1 1.139 1.413 -0.378

=====

# 2
The following is a DFT calculation (wB97M-V/def2-TZVPD) of the molecule C13H7NO4 in a non-equilibrium geometry.

Properties
ΔE to the lowest compared entry with this formula, charge and spin ... 0.0 kcal/mol
LUMO level ... -1.194 eV
Total charge ... 0
E_tot ... -855.04907 hartree
Highest occupied orbital energy ... -8.186 eV
SMILES string ... [O-][n+]1cccc2c3c4c(c(O)c(O)c3ccc21)O4

Geometry (Å):
C1 -0.861 0.651 -0.320
O1 3.074 -2.057 0.725
O2 2.495 -1.804 3.431
N1 -1.352 1.244 -2.584
H1 0.736 -0.249 -3.187
H2 -2.179 1.562 1.106
C2 0.382 -0.795 2.903
C3 1.887 -1.446 1.133
C4 1.357 -0.855 -1.200
C5 0.510 -0.215 -2.107
H3 2.231 -1.437 4.283
C6 -0.582 0.591 -1.697
H4 -3.496 2.817 -0.573
O3 -0.912 -1.129 2.679
C7 -0.080 -0.116 0.598
H5 -2.994 2.438 -2.963
C8 -1.923 1.479 0.071
H6 2.220 -1.349 -1.580
H7 3.566 -2.303 1.507
C9 -2.695 2.162 -0.853
O4 -1.172 1.165 -3.809
C10 -2.388 1.966 -2.187
C11 -0.435 -0.108 1.938
C12 1.577 -1.365 2.505
C13 1.035 -0.847 0.182

=====

# 3
The following is a DFT calculation (wB97M-V/def2-TZVPD) of a structure of composition C24H40N6OPtSSi2.

Properties
ΔE to the lowest compared entry with this formula, charge and spin ... 0.6 kcal/mol
LUMO level ... -6.619 eV
Total charge ... +2
E_tot ... -2438.39837 hartree
Highest occupied orbital energy ... -13.560 eV

Geometry (Å):
C1 0.736 1.581 -1.932
C2 2.465 -3.100 -0.663
H1 -2.765 0.603 3.426
H2 4.471 -0.655 0.295
Pt1 0.018 -0.439 0.151
H3 -2.665 -4.631 -0.020
N1 -0.187 1.185 -1.118
H4 5.456 -1.891 -0.490
C3 3.604 -2.214 -3.346
H5 -1.589 -3.860 2.949
H6 2.626 -3.022 0.415
C4 0.646 2.812 -2.700
H7 0.473 -2.520 3.329
H8 -2.060 1.252 -3.495
H9 -2.585 4.254 -0.713
H10 0.014 -4.437 2.439
H11 2.687 0.122 4.098
C5 -0.525 2.892 3.097
N2 -1.136 -1.776 -0.911
C6 -1.605 -1.655 -2.146
C7 2.922 2.497 -3.559
C8 1.408 -0.740 2.794
H12 2.706 -2.641 -3.799
H13 -3.436 2.898 3.783
C9 -0.826 -2.938 1.169
S1 1.579 0.449 1.600
C10 -2.375 -3.790 -0.631
C11 1.674 3.238 -3.446
H14 4.011 0.786 -2.993
H15 3.951 -1.405 -3.989
O1 -1.238 1.728 2.658
C12 2.010 0.753 -2.108
H16 -0.235 3.428 -2.609
C13 -2.489 -2.576 -2.689
C14 -1.790 3.629 -0.296
H17 2.058 -1.389 4.639
Si1 3.269 -1.690 -1.592
H18 -2.310 2.984 -3.334
C15 3.086 1.340 -2.917
C16 -2.897 -3.643 -1.914
H19 1.388 -3.116 -0.857
C17 -3.007 0.829 -0.123
H20 -0.835 3.688 5.096
N3 0.595 -1.808 2.624
C18 -2.006 1.301 3.780
H21 -1.256 -0.796 -2.704
H22 -0.337 3.517 2.226
Si2 -1.873 1.948 -1.083
H23 -3.913 1.408 0.086
H24 -0.843 4.145 -0.460
C19 -2.567 2.587 4.363
C20 -2.488 2.024 -2.851
H25 2.875 -4.058 -0.990
N4 2.033 -0.399 -1.589
C21 -1.397 3.567 4.172
H26 3.714 2.906 -4.172
C22 4.762 -1.067 -0.674
H27 -1.359 0.787 4.507
H28 -3.315 -0.052 -0.689
N5 2.084 -0.669 3.934
H29 -1.737 4.554 3.866
N6 -0.092 -1.917 1.446
H30 0.444 2.590 3.509
H31 -3.570 1.870 -2.836
H32 -2.578 0.530 0.833
H33 5.308 -0.295 -1.218
H34 1.593 4.183 -3.968
C23 -1.483 -2.850 -0.158
C24 -0.966 -4.108 2.086
H35 -2.851 -2.440 -3.698
H36 4.370 -2.993 -3.353
H37 -1.419 -4.955 1.583
H38 -2.873 2.487 5.403
H39 -3.603 -4.367 -2.298
H40 -1.959 3.548 0.776

=====

# 4
The following is a DFT calculation (wB97M-V/def2-TZVPD) of a structure of composition C5H12NO in a non-equilibrium geometry.

Properties
ΔE to the lowest compared entry with this formula, charge and spin ... 90.9 kcal/mol
LUMO level (alpha / beta) ... 7.065 / 6.998 eV
<S²> ... 0.756
Total charge ... -2
E_tot ... -327.38918 hartree
Highest occupied orbital energy (alpha / beta) ... 1.758 / 1.249 eV
Spin multiplicity ... 2

Geometry (Å):
H1 -0.882 1.163 -0.319
C1 0.243 -0.668 0.180
H2 4.608 1.118 0.340
C2 -3.640 0.102 0.201
C3 -2.270 -0.623 0.327
H3 3.969 -1.051 -0.461
H4 -2.353 -1.698 0.459
H5 0.331 -0.706 1.283
H6 2.902 1.007 0.745
H7 3.439 1.779 -0.738
O1 -3.591 1.029 -0.823
N1 3.436 -0.307 -0.918
H8 1.099 -0.196 -0.299
C4 -1.040 0.149 -0.004
C5 3.612 0.876 -0.122
H9 0.222 -1.705 -0.179
H10 -4.481 -0.595 0.008
H11 -3.815 0.668 1.166
H12 -1.790 -0.343 -0.845